## one
Here is CH8N3O as an isolated structure from the OMol25 dataset. Energies are from the ωB97M-V functional and the def2-TZVPD basis.

The orbital gap comes out at 11.14 eV. The HOMO energy comes out at -14.900 eV. As for the net charge: +1.

Geometry as XYZ:
```
13
Properties=species:S:1:pos:R:3:lowdin_charge:R:1
N -0.6837 -0.6533 0.5130 0.15
C -0.2586 -0.2655 -0.7957 -0.58
N -0.6087 1.0010 -1.1141 0.20
O 0.4462 -1.0173 -1.4753 0.09
H -1.6269 -0.4189 0.7322 0.14
H -0.3932 -1.6107 0.7271 0.17
H -0.3131 1.3893 -1.9947 0.14
H -1.1561 1.5712 -0.4984 0.11
N 0.9758 0.5886 1.9875 0.14
H 0.0994 0.0643 1.2374 0.05
H 1.9443 0.4213 1.6325 0.14
H 0.7444 1.6087 2.1035 0.13
H 0.8999 0.1524 2.9320 0.13
```

---

## two
Here is a 2-piece molecular cluster, CH8N3O overall from the OMol25 dataset. Energies are from the ωB97M-V functional and the def2-TZVPD basis.

The orbital gap comes out at 6.09 eV. The HOMO energy comes out at -15.334 eV. As for the net charge: +1.

Geometry as XYZ:
```
13
Properties=species:S:1:pos:R:3:lowdin_charge:R:1
N 0.2794 -0.9339 -0.6405 0.31
C -0.8195 -0.2302 -0.3891 -0.57
N -1.4205 -0.4442 0.8339 0.17
N -0.4221 1.2162 -0.7006 0.28
H 0.5358 -1.1262 -1.6095 0.14
H 1.4658 -0.3501 0.6665 -0.05
H -0.8906 -0.9949 1.4978 0.13
H -1.9423 0.3126 1.2368 0.12
H -1.5058 -0.3594 -1.2664 0.22
H -0.7137 1.5141 -1.6302 0.13
H 0.5885 1.3368 -0.6711 0.11
H 2.8620 0.1903 1.2198 0.06
O 1.9831 -0.1312 1.4526 -0.04
```

---

Which one is most stable, and which one is least stable? one is the most stable of them, while two is the least stable.

---

## one
Here is a 2-piece molecular cluster, CH8N3O overall from the OMol25 dataset. Energies are from the ωB97M-V functional and the def2-TZVPD basis.

The orbital gap comes out at 10.58 eV. The HOMO energy comes out at -14.063 eV. As for the net charge: +1.

Geometry as XYZ:
```
13
Properties=species:S:1:pos:R:3:lowdin_charge:R:1
C 0.7717 -0.2233 1.0323 -0.54
N 0.0000 0.0000 0.0000 0.22
N 0.2723 -0.0464 2.2439 0.20
N 2.0314 -0.5434 0.9864 0.21
H -0.9893 0.2590 -0.0277 0.16
H 0.4434 -0.4149 -0.8233 0.15
H -0.6568 0.3767 2.3088 0.15
H 0.8115 -0.2294 3.0938 0.15
H 2.5394 -0.6966 1.8610 0.15
H 2.5242 -0.6015 0.0918 0.15
O -3.8446 -2.4371 -1.8494 -0.09
H -3.1282 -2.0967 -2.4317 0.04
H -4.6620 -2.0008 -2.1808 0.05
```

---

## two
Here is a 2-piece molecular cluster, CH8N3O overall from the OMol25 dataset. Energies are from the ωB97M-V functional and the def2-TZVPD basis.

The orbital gap comes out at 12.28 eV. The HOMO energy comes out at -15.446 eV. As for the net charge: +1.

Geometry as XYZ:
```
13
Properties=species:S:1:pos:R:3:lowdin_charge:R:1
N -0.2548 -0.2084 1.3456 0.22
C 0.5251 -0.2883 0.2939 -0.50
N 0.8107 -1.4186 -0.3567 0.21
N 1.0318 0.8293 -0.2586 0.19
H -0.3772 0.6629 1.8329 0.14
H -0.8090 -0.9808 1.6778 0.14
H 1.2659 -1.3442 -1.2506 0.13
H 0.8990 -2.3083 0.1087 0.14
H 0.6887 1.7357 0.0141 0.13
H 1.9665 0.7972 -0.6307 0.13
H -1.5754 0.8704 -1.7425 0.06
H -2.6099 0.8047 -0.5435 0.06
O -1.6905 0.9138 -0.7907 -0.05
```

---

Which one is most stable, and which one is least stable? two is the most stable of them, while one is the least stable.

---

## one
Here is a 2-piece molecular cluster, C5H14N4 overall from the OMol25 dataset. Energies are from the ωB97M-V functional and the def2-TZVPD basis.

The orbital gap comes out at 7.99 eV. The HOMO energy comes out at -7.407 eV.

Geometry as XYZ:
```
23
Properties=species:S:1:pos:R:3:lowdin_charge:R:1
C -1.1910 0.4998 -1.0601 -0.41
C 1.0543 -1.2950 -1.8116 -0.11
C -2.0633 -0.6063 -1.6235 -0.09
N 0.5500 0.0019 -1.3486 -0.04
N -1.1081 0.5754 0.3072 -0.08
H 1.2536 0.7268 -1.5187 0.12
H -1.2966 1.4790 -1.5460 0.11
H 0.3692 -0.0059 -0.2180 0.11
H -1.8558 0.1857 0.8802 0.02
H 0.3877 -2.0428 -1.3833 0.08
H 1.1464 -1.3140 -2.9012 0.08
H 2.1084 -1.4488 -1.5599 0.08
H -1.7147 -0.8038 -2.6377 0.07
H -2.0208 -1.4836 -0.9736 0.07
H -3.1114 -0.3116 -1.5548 0.08
C 1.0037 1.4068 2.2347 -0.25
C 0.1863 0.3360 2.8737 -0.29
N 2.0338 1.1012 1.5487 0.07
N 0.3681 -0.9129 2.7621 0.10
H 2.5984 1.9230 1.3244 0.05
H 1.2227 -1.1529 2.2465 0.04
H 0.7727 2.4225 2.5722 0.10
H -0.6936 0.7196 3.3873 0.09
```

---

## two
Here is a 3-piece molecular cluster, C5H14N4 overall from the OMol25 dataset. Energies are from the ωB97M-V functional and the def2-TZVPD basis.

The orbital gap (spin up / spin down) comes out at 7.01 / 7.01 eV. The HOMO energy (spin up / spin down) comes out at -6.026 / -6.025 eV.

Geometry as XYZ:
```
23
Properties=species:S:1:pos:R:3:lowdin_charge:R:1
C -1.8856 -1.7427 0.1602 -0.27
N -2.2596 -0.4847 -0.0347 0.13
N -0.7456 -2.2136 -0.3811 0.05
C 0.3860 -1.5982 2.9967 -0.32
N -0.1333 -1.3211 1.8939 -0.13
H -2.6126 -2.4220 0.5895 0.13
H -1.5420 0.2081 -0.3221 0.06
H -0.6308 -3.2032 -0.2046 0.09
H 0.0368 -1.7058 0.1305 0.06
H -3.0146 -0.1374 0.5342 0.11
H 1.4835 -1.6205 3.1802 0.02
H -0.1997 -1.8436 3.9094 0.02
C 0.6590 1.6876 0.4638 -0.11
C 1.7342 1.7921 -2.3857 -0.07
C 0.3926 1.3241 -1.8954 -0.22
N -0.0795 1.2821 -0.7208 -0.06
H -0.2701 0.9516 -2.6806 0.11
H 0.0726 2.4443 0.9902 0.08
H 1.6609 2.0843 0.2796 0.06
H 0.7232 0.8132 1.1177 0.04
H 2.3594 2.2289 -1.6108 0.06
H 1.5948 2.5290 -3.1813 0.08
H 2.2704 0.9475 -2.8290 0.08
```

---

## three
Here is a 2-piece molecular cluster, C5H14N4 overall from the OMol25 dataset. Energies are from the ωB97M-V functional and the def2-TZVPD basis.

The orbital gap comes out at 8.62 eV. The HOMO energy comes out at -8.125 eV. As for the SMILES: CN[C@@H](C)N.CNC#N.

Geometry as XYZ:
```
23
Properties=species:S:1:pos:R:3:lowdin_charge:R:1
C -1.7066 -2.0915 -0.6804 -0.14
N -0.7698 -1.2091 0.0067 -0.10
C -0.4075 0.0204 -0.6753 -0.56
C -0.1445 -0.1467 -2.1584 -0.07
N -1.3009 1.0959 -0.3566 0.05
H -1.9688 -2.9038 -0.0032 0.07
H -2.6297 -1.5869 -0.9949 0.08
H -1.2232 -2.5261 -1.5548 0.07
H -1.1613 -0.9541 0.9082 0.09
H 0.6328 0.3488 -0.1267 0.11
H -1.0723 -0.3161 -2.7059 0.07
H 0.5185 -0.9922 -2.3348 0.08
H 0.3098 0.7588 -2.5598 0.07
H -0.9206 1.5955 0.5202 0.06
H -1.2635 1.8281 -1.0576 0.07
C 1.8777 0.0329 1.9896 -0.07
N 1.6269 1.1139 1.0429 -0.11
C 0.8529 2.1638 1.4735 -0.32
N 0.5281 3.1048 2.0729 0.16
H 0.9428 -0.2267 2.4798 0.09
H 2.6147 0.3258 2.7460 0.09
H 2.2185 -0.8431 1.4431 0.09
H 2.4460 1.4075 0.5255 0.15
```

---

## four
Here is C5H14N4 as an isolated structure from the OMol25 dataset. Energies are from the ωB97M-V functional and the def2-TZVPD basis.

The orbital gap (spin up / spin down) comes out at 7.87 / 7.87 eV. The HOMO energy (spin up / spin down) comes out at -7.982 / -7.982 eV.

Geometry as XYZ:
```
23
Properties=species:S:1:pos:R:3:lowdin_charge:R:1
C -0.5486 0.3963 -0.0626 -0.19
C -0.2277 -1.5209 -1.5183 -0.14
C 2.1267 -0.6727 0.7556 -0.14
C 2.0649 1.5465 1.5818 -0.17
N -0.4336 -1.0214 -0.1636 -0.15
N 2.0389 0.6268 0.4775 -0.10
C -2.1666 0.1538 -0.2664 -0.50
N -2.5853 0.4723 -1.5324 0.10
N -3.0064 -0.0433 0.6616 0.10
H -3.5826 0.5995 -1.6214 0.10
H -2.0343 1.1098 -2.0792 0.09
H -2.5946 -0.4351 1.5032 0.04
H -0.4838 0.7624 0.9550 0.10
H -0.1139 1.0180 -0.8509 0.11
H -0.0554 -2.5953 -1.4584 0.08
H 0.6431 -1.0458 -1.9875 0.08
H -1.1116 -1.3732 -2.1389 0.07
H 2.6595 -1.2601 0.0050 0.09
H 3.0550 2.0092 1.6318 0.08
H 2.3672 -0.9941 1.7790 0.09
H 0.7853 -1.1799 0.3594 0.12
H 1.3454 2.3476 1.4020 0.07
H 1.8583 1.0995 2.5676 0.08
```

---

Which one is most stable, and which one is least stable? three is the most stable of them, while four is the least stable.

---

## one
Here is one molecule with the formula C5H9NS from the OMol25 dataset. Energies are from the ωB97M-V functional and the def2-TZVPD basis.

The orbital gap comes out at 9.62 eV. The HOMO energy comes out at -8.643 eV. As for the SMILES: S[C@@H]1C[C@@H]2N[C@@H]2C1.

Geometry as XYZ:
```
16
Properties=species:S:1:pos:R:3:lowdin_charge:R:1
S 1.9675 -0.0386 0.4299 0.71
C 0.6413 0.0842 -0.8268 -0.62
C -0.3102 1.2913 -0.6181 -0.17
C -1.5151 0.7297 0.0877 -0.25
N -1.1802 -0.1214 1.2473 0.05
C -1.5006 -0.7457 -0.0348 -0.27
C -0.2932 -1.1547 -0.8414 -0.17
H 1.1118 -0.1130 1.4904 -0.13
H 1.1797 0.1600 -1.7586 0.08
H 0.1876 2.0975 -0.0877 0.10
H -0.6360 1.6619 -1.5446 0.09
H -2.4249 1.3148 0.1317 0.14
H -1.9255 -0.1627 1.9075 0.09
H -2.4195 -1.3192 -0.0869 0.14
H 0.1852 -2.0276 -0.4284 0.10
H -0.6106 -1.3732 -1.8331 0.10
```

---

## two
Here is one molecule with the formula C5H9NS from the OMol25 dataset. Energies are from the ωB97M-V functional and the def2-TZVPD basis.

The orbital gap comes out at 8.82 eV. The HOMO energy comes out at -8.167 eV. As for the SMILES: C1=NSCCCC1.

Geometry as XYZ:
```
16
Properties=species:S:1:pos:R:3:lowdin_charge:R:1
C 0.4524 1.6419 0.2506 -0.33
N 1.7618 1.4829 0.4584 -0.29
S 2.4020 -0.0120 -0.2460 0.80
C 1.1276 -1.3336 -0.1670 -0.50
C -0.1885 -1.1386 0.6233 -0.23
C -1.2736 -0.2315 -0.1525 -0.19
C -0.6948 1.1563 -0.5453 -0.23
H 0.0227 2.5303 1.0266 0.15
H 0.6104 -1.2597 -1.1344 0.06
H 1.7295 -2.1179 0.0207 0.01
H -0.5595 -2.2385 0.4701 0.13
H 0.0882 -0.8657 1.7724 0.16
H -1.8407 -0.0346 0.6940 0.07
H -1.8516 -0.8026 -0.8979 0.12
H -0.3037 1.1946 -1.6807 0.16
H -1.4823 2.0287 -0.4922 0.13
```

---

Which one is most stable, and which one is least stable? one is the most stable of them, while two is the least stable.